DFT (ωB97M-V/def2-TZVPD) results for 3 unconnected molecules or ions with the total composition C17H39BrFNO6Si.

Each atom is followed by the atoms it is bonded to, with distances in Å.
Element x y z (Å)
1 C -3.58698 -0.80566 -7.39134  C2 1.330, H10 1.084, H11 1.084
2 C -3.72378 -0.95049 -6.07599  C1 1.330, Si3 1.845, H12 1.087
3 Si -2.33522 -1.52797 -5.00716  C2 1.845, F4 1.602, Br5 2.219, N6 1.704
4 F -0.99596 -1.45690 -5.88351  Si3 1.602
5 Br -2.06156 -0.03624 -3.38669  Si3 2.219
6 N -2.60469 -3.06306 -4.31828  Si3 1.704, C7 1.469, H13 1.011
7 C -1.45854 -3.86896 -3.87554  N6 1.469, C8 1.525, H14 1.096, H15 1.093
8 C -0.70734 -4.62093 -4.96962  C7 1.525, C9 1.533, H16 1.095, H17 1.091
9 C -1.57878 -5.60326 -5.75972  C8 1.533, H18 1.092, H19 1.090, H20 1.091
10 H -2.80277 -1.32219 -7.93214  C1 1.084
11 H -4.24218 -0.14733 -7.95099  C1 1.084
12 H -4.65418 -0.67780 -5.58489  C2 1.087
13 H -3.26789 -3.60899 -4.85182  N6 1.011
14 H -1.82157 -4.60427 -3.14892  C7 1.096
15 H -0.76798 -3.23007 -3.31956  C7 1.093
16 H 0.06872 -5.20755 -4.46790  C8 1.095
17 H -0.18484 -3.94123 -5.64493  C8 1.091
18 H -1.68332 -6.53547 -5.20120  C9 1.092
19 H -1.11653 -5.85497 -6.71467  C9 1.090
20 H -2.57456 -5.21224 -5.97468  C9 1.091
21 C 2.08336 -0.81451 -1.35146  O22 1.409, H30 1.096, H31 1.089, H32 1.097
22 O 1.25122 -0.98800 -0.22759  C21 1.409, C23 1.418
23 C 0.09024 -1.74728 -0.52082  O22 1.418, C24 1.510, H33 1.097, H34 1.097
24 C -0.40843 -2.44531 0.72158  C23 1.510, O25 1.419, H35 1.092, H36 1.092
25 O 0.33639 -3.59215 1.10064  C24 1.419, C26 1.419
26 C 1.61984 -3.37347 1.66561  O25 1.419, C27 1.512, H37 1.092, H38 1.092
27 C 1.59629 -2.81285 3.07005  C26 1.512, O28 1.418, H39 1.099, H40 1.097
28 O 1.30982 -1.42390 3.05305  C27 1.418, C29 1.409
29 C 0.71105 -0.96749 4.24375  O28 1.409, H41 1.096, H42 1.089, H43 1.097
30 H 1.58040 -0.24077 -2.13878  C21 1.096
31 H 2.96628 -0.26730 -1.02509  C21 1.089
32 H 2.40153 -1.78133 -1.76026  C21 1.097
33 H 0.30471 -2.48706 -1.30216  C23 1.097
34 H -0.69155 -1.06793 -0.88222  C23 1.097
35 H -1.41301 -2.81778 0.50850  C24 1.092
36 H -0.48636 -1.73602 1.54787  C24 1.092
37 H 2.24098 -2.75162 1.01786  C26 1.092
38 H 2.07617 -4.36468 1.71235  C26 1.092
39 H 2.58299 -2.96317 3.52960  C27 1.099
40 H 0.84621 -3.35158 3.66125  C27 1.097
41 H -0.22039 -1.50784 4.44932  C29 1.096
42 H 0.47830 0.08790 4.10829  C29 1.089
43 H 1.38649 -1.07751 5.10068  C29 1.097
44 C 1.81859 2.14657 1.67069  O45 1.413, H53 1.096, H54 1.088, H55 1.097
45 O 1.20583 2.89135 2.70380  C44 1.413, C46 1.415
46 C 2.02784 3.00947 3.84974  O45 1.415, C47 1.512, H56 1.097, H57 1.100
47 C 1.69680 4.26128 4.62965  C46 1.512, O48 1.418, H58 1.092, H59 1.092
48 O 2.21439 5.45409 4.06312  C47 1.418, C49 1.418
49 C 1.57620 5.96143 2.90273  O48 1.418, C50 1.511, H60 1.092, H61 1.092
50 C 0.23801 6.61379 3.16378  C49 1.511, O51 1.417, H62 1.099, H63 1.097
51 O -0.77523 5.64290 3.35820  C50 1.417, C52 1.408
52 C -1.84228 6.11886 4.14368  O51 1.408, H64 1.097, H65 1.088, H66 1.097
53 H 1.99157 1.10843 1.97593  C44 1.096
54 H 1.14541 2.14874 0.81588  C44 1.088
55 H 2.76941 2.60434 1.37098  C44 1.097
56 H 3.08566 3.03326 3.56169  C46 1.097
57 H 1.86135 2.13685 4.49803  C46 1.100
58 H 2.18763 4.17805 5.60209  C47 1.092
59 H 0.62146 4.33565 4.80522  C47 1.092
60 H 1.49063 5.19686 2.12785  C49 1.092
61 H 2.24856 6.73807 2.53146  C49 1.092
62 H -0.02862 7.23307 2.29592  C50 1.099
63 H 0.32010 7.26023 4.04594  C50 1.097
64 H -1.49077 6.45363 5.12690  C52 1.097
65 H -2.53865 5.29439 4.28415  C52 1.088
66 H -2.36645 6.94590 3.65012  C52 1.097

The largest force on an atom comes out at 0.78 eV Å⁻¹. As for the structure (SMILES): C=C[Si@@](F)(Br)NCCC.COCCOCCOC.COCCOCCOC. The total energy comes out at -4140.703951 Eh. The value obtained for the HOMO-LUMO gap is 9.7570 eV.